Entry 1:
C28H20AuClF3P as an isolated structure, computed with ωB97M-V with the def2-TZVPD basis set.

Geometry as XYZ:
```
54
Properties=species:S:1:pos:R:3:forces:R:3:lowdin_charge:R:1
Au 1.7103 2.1539 2.1486 -0.24 0.31 0.11 0.62
C -5.1070 3.0667 -1.7755 0.00 0.00 0.00 -0.13
C -4.4889 4.1293 -1.1286 0.01 0.01 0.01 -0.12
C -3.3689 3.9055 -0.3411 -0.02 0.00 0.00 -0.13
C -2.8238 2.6283 -0.1924 -0.02 0.01 -0.01 -0.39
C -3.4555 1.5737 -0.8508 0.00 0.00 -0.02 -0.09
C -4.5863 1.7886 -1.6295 0.01 0.00 0.00 -0.10
P -1.3119 2.4895 0.8805 0.06 0.02 0.01 1.04
C -1.2872 0.6606 1.0619 0.00 -0.01 0.02 -0.41
C -0.4327 -0.1892 0.3663 -0.02 0.02 -0.01 -0.08
C -0.5139 -1.5648 0.5407 0.00 -0.02 0.00 -0.08
C -1.4400 -2.1090 1.4184 0.02 0.01 -0.01 -0.10
C -2.2819 -1.2682 2.1359 0.00 0.01 0.00 -0.11
C -2.1964 0.1048 1.9622 -0.01 -0.01 0.01 -0.13
C 0.0076 2.8021 -0.3473 -0.02 -0.05 -0.01 -0.46
C -0.2422 3.1278 -1.6825 0.00 0.01 0.01 -0.13
C 0.8123 3.3766 -2.5488 0.01 0.00 0.01 -0.14
C 2.1141 3.2693 -2.0710 -0.01 -0.01 -0.01 -0.14
C 2.3474 2.9180 -0.7487 0.03 -0.03 0.01 -0.16
C 1.3131 2.6860 0.1758 0.04 -0.04 0.08 -0.37
H -5.9871 3.2341 -2.3857 0.00 0.00 0.00 0.08
H -4.8836 5.1339 -1.2315 -0.01 0.00 0.00 0.09
H -2.8971 4.7376 0.1713 0.01 -0.01 0.01 0.10
H -3.0548 0.5716 -0.7579 0.01 0.00 0.01 0.10
H -5.0568 0.9501 -2.1307 0.00 0.00 0.00 0.09
H 0.3178 0.2278 -0.2928 0.01 -0.01 0.00 0.10
H 0.1680 -2.2134 0.0058 -0.01 0.02 -0.01 0.09
H -1.4845 -3.1829 1.5593 -0.01 0.00 0.00 0.09
H -2.9932 -1.6806 2.8430 0.00 0.00 0.00 0.09
H -2.8410 0.7620 2.5375 0.00 0.00 0.00 0.09
H -1.2584 3.1905 -2.0559 0.00 -0.01 0.00 0.08
H 0.6193 3.6364 -3.5845 0.00 0.00 0.00 0.08
H 2.9521 3.4480 -2.7391 0.00 0.00 0.00 0.08
H 3.3738 2.8059 -0.4143 -0.01 0.00 0.01 0.07
Cl 1.9398 3.2458 5.3890 -0.02 0.00 -0.03 0.15
C 2.0042 1.7863 4.1994 -0.03 0.02 -0.01 -0.80
H 1.2525 1.1244 4.6345 0.02 -0.03 -0.03 -0.07
H 2.9815 1.3617 4.4243 0.01 -0.01 -0.05 -0.07
F 0.8528 -6.7286 -1.3419 0.01 0.00 0.00 0.10
C 2.0823 -6.2186 -1.6156 0.00 -0.02 0.00 -0.57
F 2.9528 -7.1955 -1.2273 -0.01 0.01 -0.01 0.10
F 2.1750 -6.1641 -2.9628 0.00 -0.01 0.01 0.11
C 2.3338 -4.9154 -0.9555 0.00 -0.02 0.01 -0.17
C 2.8067 -3.8164 -1.6663 0.01 0.03 0.01 -0.04
C 3.0553 -2.6199 -1.0217 -0.02 -0.02 -0.02 -0.04
C 2.8396 -2.4643 0.3644 0.02 0.01 0.04 -0.31
C 2.3642 -3.6009 1.0622 0.00 -0.01 -0.01 -0.05
C 2.1165 -4.7928 0.4189 0.01 0.01 0.01 -0.04
C 3.0522 -1.2364 1.0196 -0.10 -0.01 -0.04 -0.26
C 3.1515 -0.1377 1.5903 0.28 -0.19 -0.05 -0.08
H 2.9730 -3.8954 -2.7332 0.00 -0.01 0.00 0.11
H 3.4065 -1.7629 -1.5811 0.00 0.00 0.01 0.11
H 2.1765 -3.4999 2.1229 0.00 0.00 0.00 0.11
H 1.7408 -5.6404 0.9814 0.00 -0.01 -0.01 0.11
```
Positions in Å, forces in eV/Å.

## Properties
Net charge = -2


Entry 2:
A 8-piece molecular cluster, C39H54F5N8O4S2 overall in a non-equilibrium geometry, computed with ωB97M-V with the def2-TZVPD basis set.

Geometry as XYZ:
```
112
Properties=species:S:1:pos:R:3:forces:R:3:lowdin_charge:R:1
C 9.3175 -0.3627 -1.5329 -0.45 -0.67 0.35 -0.15
C 8.1082 0.7645 -1.5931 0.75 -0.24 0.01 -0.25
C 8.5157 2.1153 -2.4385 -1.62 0.25 -0.31 -0.21
C 7.0778 2.7582 -3.0009 -0.04 0.21 0.29 -0.24
C 6.3922 3.8076 -1.9362 -0.07 0.87 -1.26 -0.22
C 4.9149 4.2361 -2.5842 0.49 -0.87 -0.49 -0.22
C 3.6757 3.3036 -2.0286 -1.06 0.63 -0.64 -0.21
C 2.6753 4.1115 -0.9746 0.26 0.66 -0.24 -0.23
C 2.1065 3.1794 0.2482 1.74 -0.82 -0.58 -0.24
S 0.2813 2.6625 0.0158 -3.77 2.77 2.36 0.67
O -0.4325 3.9076 -0.5619 2.55 -3.69 0.86 -0.43
O -0.2638 2.3929 1.4409 2.15 -0.04 -4.20 -0.43
N 0.3156 1.2693 -1.0351 -2.55 0.70 -0.12 -0.35
S -1.2822 0.7238 -1.4773 -2.33 -0.70 7.24 0.76
O -2.4345 1.6880 -1.1105 3.53 -2.31 -2.54 -0.38
O -1.6255 -0.6442 -0.7703 1.87 4.02 -3.30 -0.40
C -1.1979 0.3120 -3.3349 2.03 -1.65 -1.93 -0.24
F -1.5332 -1.1155 -3.5425 1.00 4.65 0.41 0.01
F 0.2327 0.5163 -3.7758 -4.65 -0.68 0.97 -0.03
C -2.1940 1.2327 -4.2558 -0.94 -0.03 -1.47 -0.16
F -2.0673 0.7242 -5.6686 -0.52 2.14 4.57 0.02
F -1.8416 2.6766 -4.1898 -1.60 -5.40 -0.37 0.06
F -3.6008 0.9542 -3.8415 4.92 1.46 -1.57 0.02
H 9.7504 -0.6427 -2.5949 -0.94 0.77 2.06 0.07
H 10.2029 -0.0670 -0.8175 -1.73 -0.35 -1.48 0.07
H 8.8621 -1.3694 -1.0934 0.94 2.09 -0.90 0.06
H 7.1474 0.2491 -2.0557 2.10 1.17 0.83 0.11
H 7.8315 1.0872 -0.5015 0.51 -0.68 -2.04 0.11
H 9.0144 2.9424 -1.7611 -0.83 -1.82 -1.31 0.11
H 9.1995 1.9043 -3.3704 -1.23 0.16 1.91 0.09
H 6.2849 1.8986 -3.2224 1.83 1.73 0.42 0.11
H 7.2426 3.3575 -4.0127 -0.30 -1.26 2.14 0.11
H 6.3157 3.4108 -0.8375 0.07 0.61 -2.16 0.11
H 7.0669 4.7799 -1.9469 -1.26 -1.99 0.25 0.11
H 5.0133 4.0042 -3.7492 -0.18 0.60 2.44 0.10
H 4.7151 5.3955 -2.5122 0.23 -2.41 0.18 0.11
H 4.0020 2.2769 -1.5725 -0.26 2.02 -0.85 0.11
H 3.0055 3.0512 -2.9838 1.41 0.36 2.20 0.12
H 1.8354 4.5954 -1.6543 1.43 -1.14 1.84 0.12
H 3.2261 5.0373 -0.4607 -0.94 -2.09 -1.16 0.12
H 2.2336 3.6889 1.3067 -0.93 -0.99 -2.30 0.12
H 2.7938 2.2048 0.2887 -1.76 1.92 -0.07 0.11
N -5.7228 1.4071 -1.4838 -0.27 0.00 -0.05 0.03
C -6.2048 0.5093 -2.4005 0.02 0.04 0.10 -0.14
C -7.5392 0.3014 -2.1315 0.18 -0.13 -0.27 -0.12
C -7.8751 1.1066 -1.0170 0.01 0.27 0.27 -0.13
C -6.7356 1.7808 -0.6393 0.11 -0.06 -0.08 -0.14
H -4.7692 1.7421 -1.4382 -0.02 -0.17 0.05 0.11
H -5.5584 0.0953 -3.1627 -0.22 0.03 0.21 0.09
H -8.1997 -0.3580 -2.6795 0.11 0.09 0.09 0.08
H -8.8442 1.1865 -0.5415 0.14 -0.04 -0.07 0.07
H -6.5588 2.4916 0.1569 -0.02 -0.15 -0.12 0.10
N 8.5338 -4.4479 -0.1503 0.04 0.04 -0.03 -0.01
C 8.0518 -5.3456 -1.0670 -0.04 -0.11 -0.05 -0.15
C 6.7174 -5.5536 -0.7980 0.31 -0.11 -0.26 -0.12
C 6.3814 -4.7484 0.3165 0.11 0.27 0.29 -0.11
C 7.5210 -4.0742 0.6943 -0.10 0.00 0.09 -0.15
H 9.4874 -4.1129 -0.1047 -0.40 -0.12 -0.03 0.14
H 8.6981 -5.7597 -1.8291 -0.14 0.06 0.12 0.10
H 6.0569 -6.2129 -1.3460 0.12 0.13 0.08 0.09
H 5.4124 -4.6685 0.7920 0.18 0.01 -0.09 0.09
H 7.6978 -3.3633 1.4904 -0.07 -0.13 -0.13 0.10
N -3.9557 -1.4846 1.1561 -0.30 -0.14 0.25 0.04
C -4.9295 -2.3962 0.8412 0.19 0.11 0.10 -0.13
C -5.8162 -2.4525 1.8932 -0.11 -0.20 -0.28 -0.13
C -5.3645 -1.5382 2.8747 0.11 0.41 0.05 -0.16
C -4.2157 -0.9524 2.3922 0.05 -0.04 -0.16 -0.13
H -3.1690 -1.2418 0.5681 0.00 0.14 -0.07 0.10
H -4.9073 -2.9266 -0.1014 -0.03 0.11 0.16 0.11
H -6.6942 -3.0829 1.9473 0.12 0.10 -0.02 0.09
H -5.8278 -1.3292 3.8303 0.07 -0.09 -0.12 0.08
H -3.5619 -0.2053 2.8221 -0.10 -0.10 -0.10 0.11
N 11.7858 0.3651 -4.6938 0.04 0.02 -0.05 0.00
C 12.7508 -0.5839 -4.9096 0.04 -0.08 0.00 -0.15
C 12.6325 -1.0234 -6.2093 0.24 -0.06 0.32 -0.12
C 11.5622 -0.3101 -6.7998 -0.28 0.28 0.03 -0.12
C 11.0594 0.5425 -5.8426 -0.05 -0.01 -0.05 -0.14
H 11.6339 0.8581 -3.8235 0.03 -0.18 -0.32 0.13
H 13.4363 -0.8656 -4.1216 -0.11 0.02 -0.16 0.10
H 13.2511 -1.7756 -6.6814 -0.10 0.13 0.10 0.09
H 11.1978 -0.4073 -7.8144 0.05 0.03 0.19 0.09
H 10.2482 1.2573 -5.8801 0.12 -0.14 -0.02 0.10
N -10.9031 0.4562 1.6728 0.01 -0.07 0.04 0.00
C -12.1457 -0.0481 1.3897 -0.14 -0.02 -0.07 -0.15
C -12.0272 -1.4115 1.2374 -0.30 0.30 0.00 -0.12
C -10.6661 -1.7418 1.4417 0.38 0.14 0.11 -0.11
C -9.9954 -0.5700 1.7117 0.09 -0.07 0.02 -0.14
H -10.6896 1.4327 1.8294 -0.05 -0.41 -0.06 0.15
H -13.0054 0.6048 1.3195 0.13 -0.14 -0.01 0.10
H -12.8340 -2.0946 1.0055 0.11 0.13 0.04 0.09
H -10.2231 -2.7283 1.3973 -0.04 0.20 0.01 0.09
H -8.9524 -0.3789 1.9263 -0.14 -0.08 -0.10 0.11
N -4.5024 -4.8120 6.8478 -0.06 -0.06 0.19 -0.01
C -3.9968 -3.5771 7.1608 0.05 0.09 0.07 -0.15
C -3.7618 -2.9025 5.9836 -0.04 0.02 0.39 -0.12
C -4.1446 -3.7586 4.9234 -0.09 -0.50 -0.21 -0.11
C -4.6009 -4.9296 5.4858 0.09 0.09 -0.16 -0.14
H -4.7629 -5.5246 7.5172 0.10 0.33 -0.28 0.14
H -3.8465 -3.2854 8.1916 0.00 -0.03 -0.18 0.10
H -3.3593 -1.9015 5.8976 -0.03 -0.16 -0.01 0.09
H -4.0936 -3.5436 3.8639 -0.04 -0.03 0.23 0.08
H -4.9851 -5.8347 5.0345 0.08 0.18 0.04 0.10
N -6.5875 0.8273 6.1448 -0.12 0.03 -0.02 0.01
C -7.0778 1.4793 7.2461 0.00 0.05 0.04 -0.15
C -8.1831 2.2021 6.8559 0.18 -0.06 0.36 -0.13
C -8.3694 1.9732 5.4716 0.13 -0.19 -0.31 -0.12
C -7.3718 1.1184 5.0590 -0.01 0.02 -0.07 -0.14
H -5.7747 0.2249 6.1349 -0.30 0.17 -0.03 0.14
H -6.5986 1.3748 8.2103 -0.10 0.05 -0.16 0.10
H -8.7904 2.8257 7.4990 0.11 -0.11 -0.08 0.09
H -9.1478 2.3868 4.8436 0.14 -0.08 0.09 0.08
H -7.1528 0.6945 4.0881 -0.02 0.09 0.14 0.09
```
Positions in Å, forces in eV/Å.

## Properties
Net charge = -1


Entry 3:
C18H20Br12N4O8 as an isolated structure in a non-equilibrium geometry, computed with ωB97M-V with the def2-TZVPD basis set.

Geometry as XYZ:
```
62
Properties=species:S:1:pos:R:3:forces:R:3:lowdin_charge:R:1
C 1.9634 -3.2117 -4.6410 -0.28 -0.31 0.11 0.05
N 2.9655 -2.2719 -5.2037 -0.07 0.05 1.05 -0.45
O 3.8611 -2.7346 -5.8607 0.24 -0.09 -0.47 0.08
O 2.8409 -1.1036 -4.8952 -0.06 0.31 -0.23 0.02
H 1.1002 -3.1937 -5.3034 0.10 -0.19 -0.08 0.10
H 1.6376 -2.8900 -3.6568 0.17 0.30 -0.07 0.07
H 2.4313 -4.1871 -4.5731 -0.12 -0.06 -0.26 0.10
C -1.9273 -1.8069 -5.4969 -0.34 0.19 0.25 0.04
N -2.6978 -2.5627 -6.5310 0.63 0.20 0.21 -0.45
O -2.3019 -2.4487 -7.6774 -0.45 -0.24 0.19 0.06
O -3.6350 -3.2236 -6.1429 -0.05 0.01 -0.30 0.07
H -2.5729 -1.0028 -5.1448 0.02 0.04 -0.18 0.10
H -1.0371 -1.4196 -5.9728 0.09 0.01 0.07 0.09
H -1.7405 -2.4442 -4.6368 0.10 -0.19 -0.19 0.08
C 1.6877 7.1550 2.5668 0.26 0.23 0.22 -0.07
C 0.7837 7.4511 1.5622 -0.05 -0.46 -0.24 -0.06
C -0.3290 6.6427 1.3905 -1.14 0.11 0.02 0.00
C -0.5317 5.5386 2.2049 1.34 0.49 0.04 -0.15
C 0.4381 5.2068 3.1397 -0.34 -0.54 0.96 -0.01
C 1.5273 6.0318 3.3700 -0.39 0.52 -0.44 -0.06
N -1.7549 4.7352 2.1005 0.60 0.39 -0.01 -0.35
O -2.6450 5.1702 1.4156 -0.44 0.03 -0.25 0.11
O -1.7817 3.6930 2.7177 -0.17 -0.53 0.19 0.04
H 2.4918 7.8528 2.7684 0.10 -0.13 -0.08 0.11
H 0.9545 8.2821 0.8930 -0.13 0.14 0.13 0.11
H -1.1524 6.9106 0.7370 0.33 0.01 -0.27 0.12
H 0.2711 4.3624 3.7985 -0.02 -0.03 -0.15 0.11
H 2.1878 5.8908 4.2126 0.06 -0.34 -0.08 0.11
C -0.5629 1.0625 0.7071 0.09 0.66 0.57 -0.06
C 0.2714 0.9030 -0.3790 0.14 -0.81 0.52 -0.07
C 0.3402 -0.3547 -0.9769 -0.10 0.39 -1.06 -0.03
C -0.4221 -1.4046 -0.4964 -0.41 0.86 1.11 -0.16
C -1.2540 -1.2225 0.6132 -0.07 -0.54 -0.40 -0.05
C -1.3459 0.0263 1.1864 0.02 0.09 -0.08 -0.06
N -0.3713 -2.7238 -1.1187 0.41 0.70 -0.55 -0.34
O -0.0990 -3.6764 -0.4304 -0.18 -0.49 0.29 0.05
O -0.5499 -2.7544 -2.3212 -0.01 -0.21 -0.19 0.08
H -0.5913 2.0006 1.2522 -0.07 0.08 -0.23 0.09
H 0.9366 1.6982 -0.6852 -0.14 0.04 -0.28 0.11
H 0.9141 -0.4091 -1.8954 0.15 -0.52 0.16 0.09
H -1.8599 -2.0332 1.0016 0.14 -0.02 -0.15 0.04
H -2.0397 0.2218 1.9942 0.08 -0.21 -0.02 0.04
C 1.7333 -4.5772 1.9470 0.88 0.30 0.97 -1.53
Br 0.8869 -2.9426 2.6255 0.39 -0.83 -0.18 0.56
Br 0.6515 -6.1264 2.2654 0.09 0.15 -0.07 0.64
Br 3.5534 -4.8066 2.7777 -1.07 0.17 -0.44 0.51
H 1.9498 -4.4867 0.8932 -0.30 0.13 -0.06 -0.04
C 3.9513 0.4067 0.0711 0.65 -0.44 -0.84 -1.54
Br 3.4853 -1.3146 0.8417 0.11 0.66 -0.20 0.56
Br 3.9199 0.3141 -1.9227 -0.04 0.05 1.06 0.56
Br 5.7040 1.0033 0.6895 -0.60 -0.15 -0.17 0.56
H 3.2224 1.1509 0.3552 -0.06 -0.08 0.09 -0.04
C -2.0723 0.8731 4.8706 -0.48 -0.50 -0.11 -1.58
Br -1.3290 -0.7947 5.5405 -0.03 0.37 -0.16 0.55
Br -2.1504 2.2199 6.2435 -0.11 -0.21 -0.29 0.59
Br -3.8060 0.4898 4.0119 0.50 0.33 0.52 0.57
H -1.4335 1.2331 4.0776 0.08 0.06 0.04 -0.06
C -2.7930 -4.8762 1.7972 -0.61 -0.28 -0.02 -1.59
Br -3.3744 -6.5958 2.5182 0.08 0.47 -0.17 0.56
Br -2.9081 -3.4816 3.1488 0.17 -0.46 -0.38 0.55
Br -3.8045 -4.3827 0.2093 0.15 -0.08 0.32 0.58
H -1.7876 -5.0618 1.4462 0.19 0.42 0.28 -0.11
```
Positions in Å, forces in eV/Å.

## Properties
Energy above the lowest of the compared OMol25 structures with the same formula, charge and spin = 0.0 kcal per mole


Entry 4:
C5H6O as an isolated structure, computed with ωB97M-V with the def2-TZVPD basis set.

Geometry as XYZ:
```
12
Properties=species:S:1:pos:R:3:forces:R:3:lowdin_charge:R:1
C -2.7433 -0.1413 0.3416 -0.05 -0.01 -0.02 -0.10
C -1.2970 0.0598 0.3153 0.58 0.06 -0.07 -0.07
C -0.1030 0.2325 0.1881 -0.45 0.05 -0.01 -0.04
C 1.1526 0.5840 -0.4434 -0.12 -0.03 -0.01 -0.13
C 2.5484 -0.1322 0.4459 0.21 -0.23 0.24 -0.14
O 1.9386 -0.5696 -0.7220 -0.01 -0.08 -0.19 -0.12
H -3.0226 -0.7046 -0.5555 -0.02 0.06 0.15 0.09
H -3.0765 -0.7129 1.2134 0.12 0.09 -0.10 0.08
H -3.2789 0.8135 0.3205 0.11 -0.14 0.04 0.08
H 2.0730 1.0339 0.4479 -0.13 0.15 -0.01 0.12
H 2.2821 -0.6605 1.3587 -0.07 0.04 -0.13 0.12
H 3.6045 0.1086 0.2983 -0.17 0.04 0.12 0.12
```
Positions in Å, forces in eV/Å.

## Properties
Energy above the lowest of the compared OMol25 structures with the same formula, charge and spin = 136.2 kcal per mole


Number 1: calculated total energy -2315.755608 Ha, HOMO -0.033 hartree. Number 2: calculated total energy -3552.875241 Ha, HOMO -0.210 hartree. Number 3: calculated total energy -32406.583843 Ha, HOMO -0.375 hartree. Number 4: calculated total energy -269.129127 Ha, HOMO -0.303 hartree.